(1)
A molecular structure, C3H6N2S2 in a non-equilibrium geometry, computed with ωB97M-V/def2-TZVPD.

```
! wB97M-V def2-TZVPD RIJCOSX def2/J DEFGRID3
* xyz 0 1
C -1.3497 0.6984 1.1973
C -1.2976 1.0327 -0.2150
C 0.7603 -0.7948 -0.6930
H -1.7761 -0.4448 1.3270
H -0.2900 0.7755 1.7764
H -1.9146 1.3142 1.8093
H 2.2335 0.0807 -1.8432
H 2.8033 -0.8787 -0.7721
H 1.2015 -1.8890 0.8566
N 1.8873 -0.8583 -1.6632
N 0.6261 -1.2300 0.4893
S -2.3795 2.0529 -0.6949
S -0.5045 0.1412 -1.5744
*
```

The HOMO energy comes out at -8.56 eV. The calculation puts the electronic energy at -27855.66723 eV. The calculation puts the gap between HOMO and LUMO at 8.439 eV.

***

(2)
A molecular structure, C24H68O11Zr in a non-equilibrium geometry, computed with ωB97M-V/def2-TZVPD.

```
! wB97M-V def2-TZVPD RIJCOSX def2/J DEFGRID3
* xyz 2 1
Zr 19.7810 1.0590 -6.8472
C 15.9948 2.9891 -5.5723
C 17.5017 3.1645 -5.5070
C 17.9782 3.3922 -4.0853
O 18.2230 2.1645 -6.2069
H 15.6537 2.0512 -5.1360
H 15.6463 2.8951 -6.6085
H 15.5079 3.8807 -5.1842
H 17.7058 4.1293 -5.9984
H 17.2692 4.0801 -3.6273
H 18.9975 3.7302 -3.8878
H 17.9372 2.4467 -3.5347
C 20.2202 0.6521 -2.5895
C 20.3392 -0.3471 -3.7352
C 19.4731 -1.5780 -3.4971
O 20.1074 0.2830 -4.9853
H 20.3614 0.0550 -1.6866
H 19.1973 1.0230 -2.5513
H 20.9956 1.4123 -2.6139
H 21.3480 -0.7746 -3.7063
H 19.5516 -2.2809 -4.3253
H 18.4140 -1.3592 -3.3262
H 19.7915 -2.0120 -2.5504
C 14.8606 7.2138 -4.2630
C 16.0663 7.3297 -3.3487
O 15.5772 7.6741 -2.0274
H 14.2853 8.1376 -4.2374
H 14.2216 6.4049 -3.9068
H 15.1657 7.0067 -5.2936
H 16.7437 8.1481 -3.6118
H 16.7019 6.4521 -3.2282
H 15.0645 8.4840 -2.1096
C 20.1962 7.0590 -3.1565
C 20.6887 5.7629 -2.5351
O 21.3826 4.9569 -3.5188
H 19.6804 7.6257 -2.3782
H 19.5016 6.8357 -3.9683
H 21.0183 7.6823 -3.5048
H 19.9459 5.1342 -2.0561
H 21.4550 6.0479 -1.8087
H 22.0472 5.5088 -3.9421
C 12.8775 1.8434 -4.4928
C 13.3145 0.7136 -5.4432
O 12.4720 -0.4292 -5.3050
H 13.1440 1.5536 -3.4681
H 11.7947 1.9112 -4.4402
H 13.4817 2.7181 -4.7166
H 14.3317 0.3769 -5.2130
H 13.2248 1.0870 -6.4643
H 12.7978 -0.9164 -4.5424
C 15.8400 3.5890 -1.1366
C 16.5318 4.7122 -0.3966
O 15.6678 5.7366 0.0757
H 15.2316 4.0398 -1.9308
H 15.1663 2.9887 -0.5270
H 16.5637 2.9237 -1.6128
H 17.2639 5.2118 -1.0520
H 17.0807 4.3706 0.4836
H 15.5269 6.3209 -0.6866
C 12.0906 4.8607 -6.8873
C 10.6394 5.0464 -6.4802
O 10.5436 6.1458 -5.5761
H 12.8148 4.5543 -6.1345
H 12.4041 5.7577 -7.4239
H 12.1357 4.0288 -7.6059
H 10.2419 4.1749 -5.9655
H 9.9865 5.2925 -7.3208
H 10.7923 6.9816 -5.9775
C 16.2709 4.6232 -9.4195
C 14.7805 4.3251 -9.5206
O 14.4428 4.1684 -10.8991
H 16.7741 3.7288 -9.7960
H 16.5751 4.8179 -8.3851
H 16.4529 5.5136 -10.0167
H 14.2688 5.2207 -9.1569
H 14.4893 3.4220 -8.9820
H 13.9204 4.9157 -11.1981
C 17.1181 9.3230 -7.5906
C 17.3390 7.8447 -7.4542
O 18.1045 7.6045 -6.2516
H 16.5724 9.7099 -6.7287
H 16.6173 9.5682 -8.5244
H 18.0632 9.8683 -7.5508
H 17.8699 7.4270 -8.3176
H 16.4190 7.2674 -7.2991
H 18.1664 6.6613 -6.0836
C 16.5163 -1.4546 -5.9823
C 17.0564 -0.7132 -7.1945
O 18.5334 -0.7870 -7.1986
H 17.1180 -2.2950 -5.6315
H 15.5312 -1.8799 -6.1681
H 16.5004 -0.7234 -5.1719
H 16.6171 0.2818 -7.2801
H 16.6576 -1.1111 -8.1352
H 18.7328 -1.7032 -7.4425
C 21.9359 4.6415 -8.0064
C 20.7867 4.1854 -7.1441
O 21.0746 2.7936 -6.6159
H 22.0213 5.7280 -7.9612
H 22.0209 4.1883 -8.9850
H 22.8146 4.4164 -7.3793
H 19.8139 4.1138 -7.6373
H 20.6215 4.7571 -6.2301
H 21.9483 2.8611 -6.1945
*
```

The HOMO energy comes out at -13.20 eV. The calculation puts the electronic energy at -49776.45306 eV. The calculation puts the gap between HOMO and LUMO at 4.753 eV.